Computed, not measured: a molecular structure, C15H44BrN6O6P3S2 at a distorted geometry, with ωB97M-V with the def2-TZVPD basis set.

```
77
Properties=species:S:1:pos:R:3:forces:R:3
Br 0.7886 -1.7685 -6.2717 -0.8 0.2 0.3
S -0.9733 0.6974 -1.5005 -0.6 0.3 0.9
S 1.9133 2.5205 -3.2283 0.4 -0.5 -1.0
P 6.1358 -2.2682 1.2731 -6.3 -1.5 -4.2
P -0.2719 -0.2394 -3.9833 3.2 -1.0 1.7
P -6.2043 3.1559 0.4968 3.2 -6.7 2.2
O -0.3748 1.4276 -4.4756 1.2 -3.3 0.4
O 1.1473 -0.7011 -3.4637 -5.2 1.9 -1.9
O -4.9000 3.2301 -0.3345 -1.9 3.8 -1.0
O -1.4844 -0.4394 -2.7004 1.9 1.4 -2.7
O 6.2032 -1.0730 0.2911 3.7 0.6 2.4
O -0.7467 -1.2902 -5.3227 0.8 2.1 2.2
N -5.3510 2.9129 1.9428 0.5 0.6 1.4
N 6.0598 -3.3943 0.0066 0.8 -1.1 -0.9
N 6.0583 -3.6422 2.4020 2.3 1.5 0.9
N -7.7036 3.0706 1.4525 -0.2 2.5 -1.5
N -6.6511 1.6425 -0.1885 -1.3 -1.1 -1.4
N 4.5490 -1.8554 1.7943 -1.3 0.9 1.7
C 0.9418 2.0048 -4.7894 1.1 1.7 -1.5
C 7.1235 -3.3943 -0.9942 0.0 0.7 -0.2
C 4.3842 -0.4440 2.1658 0.3 0.0 0.0
C 5.1264 -4.4785 -0.2146 0.1 -0.6 0.6
C -7.9554 4.0955 2.4622 0.2 0.5 0.2
C -8.9550 2.6196 0.8484 -0.6 -0.3 -0.5
C 4.1628 0.5844 -3.2506 0.2 -0.3 -0.4
C -6.5780 1.5992 -1.6548 0.0 0.3 0.1
C 3.7346 2.1322 -3.5806 0.6 -0.4 -0.2
C -5.5207 1.8960 2.9592 -0.7 0.1 0.4
C -6.1579 0.3749 0.3348 -0.5 0.1 0.5
C 7.1519 -4.6103 2.4106 0.5 -0.1 -0.2
C 3.3569 -2.2843 1.0742 0.1 -0.6 0.2
C 5.4958 -3.4838 3.7410 -0.4 0.2 0.6
C -4.3474 3.8980 2.3369 0.4 0.1 -0.5
H -6.9383 2.5395 -2.0837 0.1 -0.1 0.0
H 3.5275 -0.3145 2.8381 0.0 -0.2 -0.1
H 6.7427 -5.6188 2.3283 0.0 -0.1 0.1
H -3.6815 3.5288 3.1237 -0.3 -0.2 -0.1
H -5.5558 1.4289 -2.0113 0.0 0.1 -0.1
H 6.8564 -3.9606 -1.8923 -0.2 0.0 0.3
H 4.2350 0.1977 1.2900 0.1 0.1 0.0
H 5.2654 -0.0855 2.7070 0.0 0.0 -0.1
H -4.7455 1.1279 2.8658 0.0 0.0 0.0
H -7.0852 4.7322 2.6374 0.0 -0.3 0.0
H 4.3925 -4.2022 -0.9793 0.0 0.0 0.0
H -9.0601 1.5370 0.9712 0.2 0.1 -0.2
H 4.5869 -4.7783 0.6861 0.1 0.3 0.0
H -4.8295 4.8072 2.7068 0.1 0.2 0.2
H -6.4956 1.4054 2.9248 0.1 0.1 -0.2
H -8.2078 3.6154 3.4094 -0.1 0.0 0.0
H -8.9975 2.8652 -0.2176 -0.1 -0.3 0.2
H 4.4238 -3.7043 3.7242 0.1 0.2 -0.1
H -5.4599 2.3207 3.9670 0.1 0.1 0.0
H 3.5048 0.0853 -2.4172 1.2 1.2 -1.6
H 4.0067 -0.0519 -4.2345 0.4 1.2 2.1
H 8.0360 -3.8336 -0.5815 0.2 -0.1 -0.1
H 5.9364 -4.1646 4.4783 0.2 0.0 -0.3
H 0.7243 3.0344 -5.3523 0.0 -2.5 1.3
H -9.8432 3.0670 1.3089 0.3 0.2 0.1
H -6.4391 -0.4702 -0.3115 0.0 0.5 -0.1
H 7.8437 -4.4667 1.5774 -0.3 0.0 -0.1
H 4.3510 2.8550 -2.8713 -1.5 -1.3 -1.7
H -6.6249 0.1427 1.2973 0.3 0.1 0.0
H -7.2194 0.8045 -2.0546 0.0 0.0 0.2
H 7.7627 -4.5527 3.3202 -0.2 0.0 0.0
H -5.0721 0.3696 0.4319 0.3 -0.1 0.1
H -3.6992 4.1805 1.5022 -0.2 -0.1 0.0
H 7.3654 -2.3838 -1.3366 -0.1 0.0 0.2
H 3.9032 2.4101 -4.7248 0.0 -0.6 2.6
H 3.1849 -3.3569 1.2094 0.1 0.1 -0.2
H 1.5917 1.3715 -5.5357 -1.3 0.9 1.7
H 5.6382 -5.3883 -0.5465 0.1 0.0 -0.1
H 5.6470 -2.4688 4.1223 -0.2 -0.2 0.0
H 5.3015 0.5183 -2.9026 -2.5 0.2 -0.9
H -2.1190 1.4438 -1.0852 0.8 -1.2 -1.2
H -8.7716 4.7738 2.1842 0.0 -0.2 0.0
H 2.4467 -1.8133 1.4751 0.5 0.2 0.1
H 3.4136 -2.0427 0.0126 -0.1 0.0 -0.3
```
Forces are in eV/Å.

Its charge is 0. Its lowest unoccupied orbital energy is -1.32 eV. The HOMO energy is -7.8 eV. The energy above the lowest of the compared OMol25 structures with the same formula, charge and spin comes out at 219.2 kcal/mol. The total energy is -5772.02951 Ha. The calculation puts the HOMO-LUMO gap at 6.46 eV.

---

Computed, not measured: 2 unconnected molecules or ions with the total composition H3NO3Si at a distorted geometry, with ωB97M-V with the def2-TZVPD basis set.

```
8
Properties=species:S:1:pos:R:3:forces:R:3
Si 0.0277 -0.8615 -1.1805 -0.2 2.4 -2.3
O -0.3622 1.4612 1.0895 0.6 -0.2 2.3
O 0.5599 0.2749 2.5518 -0.4 -0.6 -2.9
O -0.6048 0.5091 -1.4400 0.2 -0.1 0.6
N 0.3028 0.3129 1.3643 0.3 1.2 3.2
H 0.8313 -1.3691 -2.2516 0.8 -0.4 -0.4
H -0.3130 -1.8136 -0.2904 -0.8 -2.0 2.2
H -0.4417 1.4863 0.1568 -0.5 -0.3 -2.7
```
Forces are in eV/Å.

Its charge is 0. Its lowest unoccupied orbital energy is -0.68 eV. The HOMO energy is -10.9 eV. The energy above the lowest of the compared OMol25 structures with the same formula, charge and spin comes out at 41.3 kcal/mol. As for the SMILES: O=[SiH2].O=NO. The total energy is -571.64825 Ha. The calculation puts the HOMO-LUMO gap at 10.17 eV.